Entry 1:
{"formula": "C19H48Cl8O15P3V", "method": "ωB97M-V with the def2-TZVPD basis set", "lumo_ha": -0.150, "mol_weight_g_mol": 944.07, "total_charge": 0, "de_lowest_kcal_mol": 242.09, "fmax_ha_per_bohr": 0.08106, "elements": ["O", "V", "O", "C", "C", "O", "H", "H", "H", "H", "H", "C", "O", "P", "O", "O", "C", "O", "C", "H", "H", "H", "H", "H", "H", "H", "H", "H", "C", "O", "P", "O", "O", "C", "O", "C", "H", "H", "H", "H", "H", "H", "H", "H", "H", "C", "O", "P", "O", "O", "C", "O", "C", "H", "H", "H", "H", "H", "H", "H", "H", "H", "Cl", "C", "C", "Cl", "H", "H", "H", "H", "Cl", "C", "C", "Cl", "H", "H", "H", "H", "Cl", "C", "C", "Cl", "H", "H", "H", "H", "Cl", "C", "C", "Cl", "H", "H", "H", "H"], "xyz": [[-5.20076, 5.90363, -1.54054], [-3.85377, 6.10565, -2.30018], [-3.65203, 7.58257, -2.98707], [-1.22210, 1.13759, 0.33736], [-1.94004, 1.36070, -1.01223], [-1.68047, 2.42439, -1.83773], [-0.29082, 0.58350, 0.45487], [-1.85122, 0.47560, 0.93240], [-1.17158, 2.06332, 0.91059], [-2.97438, 1.52014, -0.70757], [-1.92340, 0.44757, -1.60722], [-3.52671, 6.92168, 4.16262], [-2.13232, 6.89537, 4.10831], [-1.18872, 7.59959, 2.99652], [-1.74097, 7.46244, 1.59552], [-1.03541, 9.08740, 3.61864], [-0.35442, 10.15371, 2.85796], [0.27529, 6.88478, 3.24064], [1.03512, 7.12138, 4.40316], [-3.87833, 7.49062, 5.02331], [-3.74294, 5.85335, 4.15887], [-3.90402, 7.61594, 3.41179], [0.58601, 9.72514, 2.51151], [-0.21505, 11.07104, 3.42997], [-1.04249, 10.47376, 2.07551], [0.47469, 7.39667, 5.29659], [1.91064, 7.76133, 4.29345], [1.37854, 6.12549, 4.68309], [6.55989, -2.52015, 2.09922], [6.24666, -1.14366, 1.79199], [7.53709, -0.23626, 1.41690], [8.55777, -0.01286, 2.55184], [8.20028, -1.15410, 0.27940], [9.43757, -0.83329, -0.34397], [6.93789, 1.06326, 0.65709], [6.09117, 1.90575, 1.42101], [7.60683, -2.71586, 1.86746], [5.89866, -3.18715, 1.54607], [6.31526, -2.57915, 3.15978], [10.25097, -0.66569, 0.36200], [9.25414, 0.09618, -0.88298], [9.61405, -1.49588, -1.19129], [6.50570, 2.91318, 1.38415], [6.02269, 1.60021, 2.46507], [5.06230, 1.99089, 1.07135], [0.98927, -9.24641, 3.05753], [0.94645, -9.63541, 1.73499], [1.80350, -8.82767, 0.60377], [3.21926, -8.41085, 0.98212], [1.75125, -9.83056, -0.69647], [0.52171, -10.30797, -1.27071], [0.77555, -7.64563, 0.14235], [0.97714, -6.23508, 0.31760], [1.15554, -10.08456, 3.73425], [0.00322, -8.95294, 3.41763], [1.70946, -8.48136, 3.34757], [-0.41862, -9.92441, -0.87478], [0.61562, -11.38993, -1.36377], [0.73307, -10.05928, -2.31071], [1.11482, -5.91017, 1.34890], [0.32369, -5.56422, -0.24012], [1.93723, -6.00143, -0.14253], [2.59642, -1.33109, -4.20631], [3.42200, 0.21880, -4.06983], [4.62899, 0.10977, -5.04483], [5.91695, 1.37898, -4.73923], [3.66861, 0.54384, -3.05906], [2.82934, 1.04013, -4.47263], [4.21625, -0.10576, -6.03037], [5.10122, -0.83943, -4.79163], [-4.99607, -0.84895, 5.07596], [-6.28772, -2.02388, 5.20443], [-6.88569, -2.46291, 3.80570], [-7.71779, -3.99970, 4.02420], [-7.08452, -1.67956, 5.86372], [-5.79451, -2.90664, 5.61136], [-6.10518, -2.39067, 3.04828], [-7.64490, -1.72040, 3.55998], [-4.18615, -0.10162, -8.24351], [-2.70948, 0.60121, -7.47423], [-1.43465, 0.14522, -8.24137], [-1.33450, 1.03020, -9.82809], [-2.71582, 0.28051, -6.43249], [-2.85695, 1.68106, -7.45752], [-1.30960, -0.93223, -8.34884], [-0.54732, 0.36159, -7.64645], [-9.65469, 0.62373, -1.31125], [-8.18245, 0.93557, -2.20960], [-7.73126, -0.27447, -3.02395], [-7.30089, -1.77013, -2.22711], [-7.48816, 1.11475, -1.38865], [-8.27933, 1.87624, -2.75168], [-6.86438, 0.09211, -3.57372], [-8.66288, -0.40800, -3.57383]]}

=====

Entry 2:
{"formula": "C19H48ClO20S5", "method": "ωB97M-V with the def2-TZVPD basis set", "lumo_ha": 0.077, "mol_weight_g_mol": 792.36, "total_charge": -1, "de_lowest_kcal_mol": 0.00, "fmax_ha_per_bohr": 0.03841, "elements": ["Cl", "O", "O", "O", "O", "C", "C", "C", "O", "C", "H", "H", "H", "H", "H", "H", "H", "H", "O", "S", "O", "O", "C", "C", "C", "H", "H", "H", "H", "H", "H", "H", "H", "O", "S", "O", "O", "C", "C", "C", "H", "H", "H", "H", "H", "H", "H", "H", "O", "S", "O", "O", "C", "C", "C", "H", "H", "H", "H", "H", "H", "H", "H", "O", "S", "O", "O", "C", "C", "C", "H", "H", "H", "H", "H", "H", "H", "H", "O", "S", "O", "O", "C", "C", "C", "H", "H", "H", "H", "H", "H", "H", "H"], "xyz": [[-0.21931, 0.10311, 0.37385], [0.61589, -0.77274, -0.42040], [0.24111, 1.47225, 0.23631], [-1.58788, 0.00906, -0.08112], [-0.12760, -0.30245, 1.75521], [0.81162, -4.66009, 2.09565], [1.95845, -3.63989, 2.21301], [2.44854, -3.84081, 3.66571], [1.52958, -4.71434, 4.30741], [1.01444, -5.55412, 3.29741], [0.71019, -5.21407, 1.16241], [-0.11627, -4.09359, 2.17441], [1.62256, -2.61731, 2.05618], [2.69875, -3.88036, 1.44952], [2.45892, -2.91859, 4.24306], [3.46194, -4.26141, 3.66010], [0.17440, -6.16194, 3.63207], [1.78620, -6.31122, 3.05444], [-2.73398, -5.22217, -0.70629], [-3.24406, -4.48749, 0.40287], [-4.60410, -4.05170, 0.43652], [-2.97472, -5.45637, 1.66196], [-3.90199, -5.39288, 2.74365], [-3.36509, -6.31673, 3.81975], [-2.13055, -3.12902, 0.75236], [-4.88702, -5.71306, 2.40169], [-4.08022, -4.41825, 3.20802], [-2.53774, -5.83077, 4.34527], [-2.87337, -7.18851, 3.38147], [-4.11256, -6.64653, 4.53653], [-1.96190, -3.18861, 1.82382], [-2.73617, -2.24091, 0.59339], [-1.25979, -3.29427, 0.13286], [-1.84142, 2.23008, -5.62143], [-1.89622, 1.78435, -4.26637], [-2.73664, 2.47412, -3.33324], [-2.30966, 0.26276, -4.31632], [-2.71877, -0.30346, -3.03913], [-2.82044, -1.79272, -3.18726], [-0.25612, 1.71686, -3.60431], [-3.67771, 0.14326, -2.77384], [-2.02818, -0.04030, -2.23770], [-1.90092, -2.28468, -3.50186], [-3.59290, -2.08263, -3.90455], [-3.13460, -2.23482, -2.23942], [0.28905, 0.96885, -4.16324], [-0.37783, 1.72421, -2.52338], [0.08802, 2.72076, -3.86596], [-3.03064, 3.42020, 2.20138], [-3.83623, 3.74703, 1.06623], [-5.14392, 4.29275, 1.20344], [-3.03058, 4.85382, 0.22849], [-1.62098, 4.66089, 0.08820], [-1.22678, 5.17197, -1.27798], [-3.86707, 2.45755, -0.16662], [-1.30219, 3.61975, 0.19218], [-1.06342, 5.19269, 0.86119], [-1.30646, 6.25831, -1.36838], [-1.88752, 4.78889, -2.06284], [-0.22863, 4.89744, -1.62549], [-2.84392, 2.50737, -0.52681], [-4.62455, 2.80809, -0.85893], [-4.07787, 1.47475, 0.24140], [3.49497, 3.61503, -1.91603], [3.44396, 2.64437, -2.93972], [2.77010, 2.85440, -4.18170], [4.96930, 2.27851, -3.23383], [5.39803, 1.86207, -4.54599], [4.98034, 0.44695, -4.86955], [2.92006, 1.06471, -2.25682], [6.47686, 1.94435, -4.43723], [5.03252, 2.53344, -5.32231], [5.25930, 0.17327, -5.88501], [3.90643, 0.29356, -4.75058], [5.40227, -0.26263, -4.15187], [3.82744, 0.59435, -1.89237], [2.49827, 0.52182, -3.09540], [2.21189, 1.24711, -1.45058], [4.57407, 3.78331, 2.58433], [3.88045, 2.63951, 3.08408], [4.51405, 1.74739, 4.00216], [2.56803, 3.10462, 3.85231], [1.62337, 3.89295, 3.09744], [0.27419, 3.19993, 3.07434], [3.22082, 1.70959, 1.71975], [1.97968, 4.18344, 2.10834], [1.52089, 4.82563, 3.65839], [-0.47273, 3.58079, 2.38909], [-0.17395, 3.30600, 4.06662], [0.46116, 2.13430, 2.94629], [3.94168, 0.93226, 1.47260], [3.15958, 2.36993, 0.85666], [2.26373, 1.27664, 1.99002]]}